[1]
This record from the OMol25 dataset describes the ion C10H7N2O2 with charge +1 in a non-equilibrium geometry. The level of theory is ωB97M-V with the def2-TZVPD basis set.

XYZ file:
```
21
C10H7N2O2 | the OMol25 dataset | ωB97M-V with the def2-TZVPD basis set
C 4.27755 0.52050 0.20133
C 2.90091 0.25061 0.16762
N 1.82596 -0.17985 0.15287
C 0.52320 0.05929 -0.08241
C 0.28869 1.40171 -0.40378
C -0.97622 1.80559 -0.43690
N -2.00114 0.93143 -0.05566
C -3.30163 1.12100 0.14445
O -3.91709 -0.02029 0.29813
C -3.01743 -1.00417 0.19984
C -1.77455 -0.44957 -0.01948
C -0.44649 -0.94349 -0.12566
C -0.05696 -2.34904 -0.14278
O 1.09530 -2.69748 -0.22781
H 4.85137 -0.40872 0.25371
H 4.52940 1.15036 1.05794
H 4.55690 1.05247 -0.71351
H -1.30091 2.78573 -0.74294
H -3.82814 2.05579 0.17145
H -3.34380 -2.01653 0.33013
H -0.88491 -3.06533 -0.02654
```

Its total charge is +1. The value obtained for the total energy is -17546.749 eV. As for the SMILES: CC#[N+]C1=C=C[n+]2cocc2/C1=C/[O-]. The calculation puts the LUMO energy (alpha / beta) at -4.855 / -4.855 eV. The calculation puts the energy relative to the best compared isomer or geometry (same formula, charge and spin) at 1.8670 eV.


[2]
This record from the OMol25 dataset describes a cluster of 2 separate species, C10H7NS3 in total in a non-equilibrium geometry. The level of theory is ωB97M-V with the def2-TZVPD basis set.

XYZ file:
```
21
C10H7NS3 | the OMol25 dataset | ωB97M-V with the def2-TZVPD basis set
C 4.83129 -3.30730 -0.00426
C -1.64625 2.41647 -0.42348
C -1.14108 2.10871 -1.72006
C -1.49724 1.41858 0.50263
C -0.62595 0.92704 -2.13828
C -0.42438 -0.83627 1.02471
C -0.81592 0.22591 0.21910
C -0.41407 -0.04600 -1.14651
C 0.12728 -1.87773 0.34412
C 1.83124 -3.09945 2.17569
N 4.82181 -3.16046 1.15186
S 0.31059 -1.56080 -1.36585
S 2.37131 -1.68514 2.67650
S 0.46634 -3.41601 1.12443
H -2.15899 3.31755 -0.00669
H -1.37945 2.96400 -2.36957
H -1.91683 1.62468 1.53498
H -0.23330 0.86341 -3.19343
H -0.51392 -0.86691 2.03687
H 2.12626 -4.05428 2.65300
H 4.56033 -2.89419 2.15223
```

The value obtained for the total energy is -44476.729 eV. The calculation puts the LUMO energy at -0.648 eV. The calculation puts the energy relative to the best compared isomer or geometry (same formula, charge and spin) at 0.0000 eV.


[3]
This record from the OMol25 dataset describes an isolated molecule of C10H8Br2 in a non-equilibrium geometry. The level of theory is ωB97M-V with the def2-TZVPD basis set.

XYZ file:
```
20
C10H8Br2 | the OMol25 dataset | ωB97M-V with the def2-TZVPD basis set
C 0.66548 -3.04272 0.93436
C 0.26507 -1.67801 0.35008
C 1.31244 -0.78639 -0.08918
Br 3.13840 -1.18507 -0.45975
C 0.62210 0.52799 -0.39063
C 1.11411 1.75577 -0.85359
C 0.30877 2.85117 -0.73544
C -1.07766 2.73437 -0.53947
C -1.54728 1.52781 0.01564
C -0.69241 0.42249 0.07471
C -0.96905 -0.95815 0.53269
Br -2.32089 -1.80816 -0.74243
H 0.51121 -3.08660 1.96158
H 1.57703 -3.42109 0.55708
H -0.13430 -3.71818 0.52083
H 2.17082 1.96625 -1.15226
H 0.85530 3.71258 -1.03774
H -1.69980 3.51415 -0.61413
H -2.51327 1.56162 0.27422
H -1.58608 -0.88985 1.39343
```

The value obtained for the total energy is -150583.210 eV. As for the SMILES: CC1=C(Br)c2ccccc2[C@H]1Br. The calculation puts the LUMO energy at -0.424 eV. The calculation puts the energy relative to the best compared isomer or geometry (same formula, charge and spin) at 0.2037 eV.


[4]
This record from the OMol25 dataset describes a structure of composition C10H8Br2MnNO8P2 in a non-equilibrium geometry. The level of theory is ωB97M-V with the def2-TZVPD basis set.

XYZ file:
```
32
C10H8Br2MnNO8P2 | the OMol25 dataset | ωB97M-V with the def2-TZVPD basis set
Mn 0.19826 -0.25600 -0.22984
C -1.90735 2.43685 -0.01119
C -0.51789 2.65176 0.43190
C -0.10441 3.92339 0.88840
C 1.16608 4.16517 1.34885
C 2.07702 3.09281 1.40177
C 3.44422 3.12488 1.90979
Br 4.14908 4.70827 2.51378
C 4.25480 1.97163 1.95345
C 3.82154 0.76464 1.45663
Br 4.86706 -0.74671 1.45378
C 2.47125 0.69306 0.90420
O 1.95489 -0.30997 0.39616
C 1.62353 1.87636 0.92744
N 0.39056 1.64439 0.41638
H -2.51647 3.32065 0.15234
H -2.36859 1.58555 0.49992
H -1.94072 2.18699 -1.07348
H -0.82586 4.72986 0.87226
H 1.45487 5.15744 1.67234
H 5.24927 2.03951 2.37883
O -1.84816 -3.38710 1.02275
P -1.94720 -2.03432 0.32931
O -3.02318 -1.07682 0.42778
O -0.57491 -1.20481 0.79940
O -1.51158 -2.42154 -1.20475
P -0.77033 -1.33313 -2.07642
O -1.06479 -1.48847 -3.54765
O -1.10832 0.03513 -1.42367
O 0.70482 -1.29087 -1.57832
H -2.54874 -3.74237 1.60159
H -1.36560 -2.30580 -3.99323
```

Its total charge is +3. The value obtained for the total energy is -218326.036 eV. The calculation puts the LUMO energy (alpha / beta) at -14.120 / -14.168 eV. Its spin multiplicity is 2.


[5]
This record from the OMol25 dataset describes an isolated molecule of C10H8Br2O in a non-equilibrium geometry. The level of theory is ωB97M-V with the def2-TZVPD basis set.

XYZ file:
```
21
C10H8Br2O | the OMol25 dataset | ωB97M-V with the def2-TZVPD basis set
C -2.35515 1.56475 1.16882
C -1.59168 0.60103 0.36604
Br -2.79287 -0.44231 -0.93795
C -0.84672 -0.45658 1.20772
O -1.24397 -0.89496 2.24900
C 0.33872 -0.78755 0.40003
C 1.21371 -1.81236 0.59753
C 2.24465 -1.95608 -0.31813
C 2.41223 -1.14088 -1.42146
C 1.65325 0.02714 -1.49201
C 0.55595 0.15998 -0.62278
C -0.44542 1.22960 -0.71586
Br 0.24063 2.93642 -0.15818
H -3.29668 1.10006 1.63539
H -2.67733 2.51272 0.74578
H -1.64952 1.78745 2.00804
H 0.95423 -2.47162 1.43801
H 2.90099 -2.78825 -0.17021
H 3.30616 -1.37197 -1.90387
H 1.70220 0.74703 -2.30150
H -0.62338 1.45639 -1.77441
```

The value obtained for the total energy is -152631.636 eV. As for the SMILES: C[C@]1(Br)C(=O)c2ccccc2[C@@H]1Br. The calculation puts the LUMO energy at -0.533 eV. The calculation puts the energy relative to the best compared isomer or geometry (same formula, charge and spin) at 0.0000 eV.


[6]
This record from the OMol25 dataset describes an isolated molecule of C10H8Cl2O in a non-equilibrium geometry. The level of theory is ωB97M-V with the def2-TZVPD basis set.

XYZ file:
```
21
C10H8Cl2O | the OMol25 dataset | ωB97M-V with the def2-TZVPD basis set
O 2.58632 2.61449 -1.21537
C 1.64402 1.77478 -0.72549
C 0.79514 2.20260 0.23065
C -0.28386 1.47006 0.78914
C -0.64165 0.15465 0.62754
C -1.99381 -0.20776 0.95087
C -2.57582 -1.31867 0.44862
C -1.83723 -2.17710 -0.41391
C -0.51721 -1.97887 -0.61073
C 0.18233 -0.90843 0.05744
C 1.53227 -0.97601 0.21488
Cl 2.47549 0.01138 1.24012
Cl 2.47627 -2.23557 -0.51992
H 3.12869 2.17541 -1.87910
H 1.52933 0.82640 -1.22823
H 0.94676 3.20945 0.59469
H -0.98188 2.07688 1.35430
H -2.56918 0.49155 1.53958
H -3.60816 -1.54737 0.66074
H -2.34286 -3.00270 -0.89134
H 0.05505 -2.65517 -1.22448
```

The value obtained for the total energy is -37589.669 eV. As for the SMILES: O/C=C/C=c1/ccccc1=C(Cl)Cl. The calculation puts the LUMO energy at -0.551 eV. The calculation puts the energy relative to the best compared isomer or geometry (same formula, charge and spin) at 0.9834 eV.


- total energy of number 3 (C10H8Br2)?
  -150583.210 eV


- Among the records above, which one has the lowest total energy?
  C10H8Br2MnNO8P2


- Number 4 is which compound?
  C10H8Br2MnNO8P2


- Which formula does entry 4 have?
  C10H8Br2MnNO8P2